[1]
{"formula": "C24H32N4OPdSSi", "method": "wB97M-V/def2-TZVPD", "charge": 2, "de_lowest_kj_mol": 0.0, "homo_energy_ev": -13.44, "homo_lumo_gap_ev": 4.1419, "mol_weight_g_mol": 559.1, "elements": ["Pd", "S", "C", "C", "C", "C", "C", "C", "C", "C", "C", "N", "H", "H", "H", "H", "H", "H", "C", "N", "C", "C", "C", "N", "C", "C", "O", "H", "H", "H", "H", "H", "H", "H", "H", "H", "H", "H", "H", "C", "Si", "C", "C", "N", "C", "C", "C", "C", "C", "C", "H", "H", "H", "H", "H", "H", "H", "H", "H", "H", "H", "H", "H", "H"], "coordinates": [[-0.003, 0.700, 0.951], [3.734, -0.582, 2.888], [4.077, 0.895, 2.114], [2.990, 1.423, 1.471], [1.844, 0.597, 1.611], [2.107, -0.522, 2.359], [1.022, -1.441, 2.635], [1.074, -2.596, 3.401], [-0.082, -3.332, 3.586], [-1.268, -2.901, 3.008], [-1.253, -1.745, 2.255], [-0.137, -1.036, 2.063], [5.070, 1.312, 2.182], [3.030, 2.371, 0.952], [2.010, -2.902, 3.848], [-0.061, -4.234, 4.183], [-2.191, -3.445, 3.142], [-2.153, -1.362, 1.794], [-1.326, -0.836, -1.767], [-2.637, -0.923, -1.145], [-3.653, -1.756, -1.794], [-4.772, -2.058, -0.821], [-5.300, -0.764, -0.239], [-4.195, 0.017, 0.320], [-4.488, 1.012, 1.347], [-2.946, -0.040, -0.171], [-2.071, 0.742, 0.304], [-1.287, -1.559, -2.578], [-0.531, -1.078, -1.058], [-1.144, 0.159, -2.181], [-3.170, -2.676, -2.120], [-4.039, -1.248, -2.683], [-4.402, -2.700, -0.019], [-5.572, -2.592, -1.331], [-6.004, -0.967, 0.566], [-5.825, -0.178, -0.999], [-5.525, 0.894, 1.648], [-4.348, 2.027, 0.972], [-3.853, 0.870, 2.221], [-2.039, 4.259, -0.293], [-0.653, 3.816, 0.861], [0.639, 5.114, 1.167], [-1.249, 3.116, 2.462], [0.289, 2.422, -0.010], [0.978, 2.521, -1.109], [0.994, 3.738, -1.906], [1.694, 3.789, -3.069], [2.415, 2.655, -3.494], [2.441, 1.459, -2.762], [1.753, 1.385, -1.588], [-2.758, 4.877, 0.251], [-2.554, 3.350, -0.608], [-1.735, 4.823, -1.174], [0.204, 5.854, 1.845], [0.998, 5.651, 0.290], [1.498, 4.678, 1.683], [-1.761, 3.917, 3.004], [-0.428, 2.773, 3.094], [-1.956, 2.299, 2.319], [0.422, 4.590, -1.573], [1.703, 4.686, -3.673], [2.979, 2.715, -4.418], [3.021, 0.620, -3.120], [1.776, 0.501, -0.963]], "lowdin_charge": [0.9696, 1.1089, -0.3816, -0.2022, -0.2971, -0.5198, -0.2617, 0.0128, -0.0140, -0.0269, -0.0865, -0.0121, 0.0819, 0.0920, 0.1231, 0.1276, 0.1184, 0.1018, -0.0304, -0.0657, -0.1328, -0.1395, -0.1285, -0.0644, -0.0072, -0.4834, -0.1341, 0.0992, 0.0675, 0.0893, 0.1301, 0.1387, 0.1253, 0.1311, 0.1299, 0.1386, 0.0991, 0.0919, 0.0877, -0.1411, 0.5135, -0.1428, -0.1656, 0.0013, -0.2976, 0.0561, 0.0006, 0.0699, -0.0015, 0.0469, 0.0568, 0.0319, 0.0364, 0.0579, 0.0364, 0.0467, 0.0598, 0.0438, 0.0053, 0.0949, 0.1351, 0.1412, 0.1340, 0.1032]}

---

[2]
{"formula": "C24H32N4S2", "method": "wB97M-V/def2-TZVPD", "smiles": "Cc1ccccc1NC(=S)NC[C@H]1CC[C@H](CNC(=S)Nc2ccccc2C)CC1", "de_lowest_kj_mol": 6.9, "homo_energy_ev": -8.12, "homo_lumo_gap_ev": 8.4715, "mol_weight_g_mol": 440.7, "elements": ["C", "C", "C", "C", "C", "C", "C", "N", "C", "N", "H", "C", "H", "C", "C", "C", "C", "C", "C", "H", "H", "H", "H", "H", "C", "N", "C", "N", "C", "C", "C", "C", "C", "C", "C", "H", "H", "H", "H", "H", "H", "H", "H", "S", "H", "H", "H", "H", "H", "H", "H", "H", "H", "S", "H", "H", "H", "H", "H", "H", "H", "H"], "coordinates": [[-4.039, -2.525, -1.813], [-3.027, -2.469, -0.707], [-1.794, -3.095, -0.863], [-0.853, -3.098, 0.150], [-1.141, -2.487, 1.360], [-2.356, -1.854, 1.534], [-3.293, -1.825, 0.504], [-4.504, -1.114, 0.701], [-4.725, 0.141, 0.201], [-3.983, 0.510, -0.862], [-3.256, -0.135, -1.139], [-3.738, 1.885, -1.219], [-3.748, 1.966, -2.310], [-2.393, 2.393, -0.670], [-2.369, 2.344, 0.859], [-1.040, 2.861, 1.401], [0.117, 2.034, 0.845], [0.109, 2.117, -0.681], [-1.213, 1.596, -1.234], [-1.210, 1.661, -2.324], [-1.305, 0.541, -0.958], [0.258, 3.154, -0.986], [0.933, 1.531, -1.095], [-0.029, 0.986, 1.140], [1.456, 2.511, 1.420], [2.541, 1.636, 1.053], [3.458, 1.935, 0.113], [4.316, 0.957, -0.285], [4.455, -0.355, 0.181], [4.397, -0.653, 1.541], [4.537, -1.958, 1.978], [4.754, -2.974, 1.065], [4.843, -2.676, -0.285], [4.697, -1.378, -0.748], [4.793, -1.066, -2.211], [4.833, -1.983, -2.794], [3.935, -0.481, -2.542], [5.695, -0.491, -2.424], [5.026, -3.469, -0.995], [4.865, -3.994, 1.401], [4.489, -2.175, 3.034], [4.281, 0.146, 2.259], [4.889, 1.224, -1.075], [3.595, 3.424, -0.598], [2.420, 0.659, 1.284], [1.396, 2.550, 2.513], [1.697, 3.508, 1.044], [-0.907, 3.906, 1.115], [-1.045, 2.810, 2.492], [-3.193, 2.937, 1.258], [-2.510, 1.313, 1.194], [-2.288, 3.435, -0.987], [-4.559, 2.478, -0.811], [-5.905, 1.082, 0.870], [-4.996, -1.289, 1.567], [-2.591, -1.367, 2.470], [-0.419, -2.500, 2.162], [0.099, -3.585, 0.002], [-1.579, -3.592, -1.798], [-4.992, -2.113, -1.492], [-4.189, -3.559, -2.119], [-3.697, -1.971, -2.687]], "lowdin_charge": [-0.0365, -0.2302, -0.0425, -0.0816, -0.0862, -0.0215, -0.2264, 0.0363, -0.8948, 0.0170, 0.1034, -0.1777, 0.1245, -0.2971, -0.1586, -0.1552, -0.3141, -0.1599, -0.1560, 0.1198, 0.1100, 0.1216, 0.1081, 0.1426, -0.1896, 0.0033, -0.8646, 0.0430, -0.2080, -0.0371, -0.0852, -0.0892, -0.0471, -0.2126, -0.0395, 0.0782, 0.0858, 0.0879, 0.1101, 0.1010, 0.1032, 0.1156, 0.1072, 0.6346, 0.1257, 0.1262, 0.0738, 0.1270, 0.1171, 0.1149, 0.1070, 0.1503, 0.0761, 0.6300, 0.1208, 0.1181, 0.1024, 0.1024, 0.1154, 0.0774, 0.0864, 0.0869]}